(1)
Entry from OMol25: a cluster of 12 separate species, C23H37BrN13O3P in total (ωB97M-V/def2-TZVPD).

Last column: Mulliken charge in e.
CARTESIAN COORDINATES (ANGSTROEM)
N: -3.79 1.91 -2.51  -0.20
P: -4.90 2.54 -3.56  0.18
O: -4.15 3.97 -3.86  -0.54
N: -6.15 3.18 -2.47  -0.08
Br: -5.76 3.42 -0.64  -0.05
C: -7.48 2.74 -2.60  0.58
O: -8.43 3.34 -2.18  -0.53
O: -7.58 1.56 -3.25  -0.43
H: -3.28 1.16 -2.97  0.05
H: -3.16 2.55 -2.04  0.32
H: -4.76 4.56 -4.31  0.30
H: -8.51 1.47 -3.50  0.34
C: -3.29 -0.95 0.41  -0.45
C: -2.78 0.41 0.29  0.31
N: -2.39 1.47 0.13  -0.54
H: -3.44 -1.36 -0.59  0.28
H: -2.57 -1.56 0.94  0.01
H: -4.24 -0.96 0.94  0.39
C: -0.32 -0.74 -4.23  -0.23
C: -1.71 -0.42 -4.51  0.36
N: -2.81 -0.19 -4.73  -0.50
H: -0.27 -1.46 -3.41  -0.24
H: 0.15 -1.17 -5.11  0.37
H: 0.22 0.16 -3.94  0.22
C: 2.06 -0.07 -1.09  -1.02
C: 0.74 -0.66 -1.08  0.21
N: -0.32 -1.12 -1.04  -0.20
H: 2.67 -0.48 -1.89  0.29
H: 1.98 1.01 -1.20  0.37
H: 2.56 -0.27 -0.14  0.44
C: 6.33 -0.95 -0.16  -0.82
C: 5.46 -1.21 -1.29  0.42
N: 4.75 -1.42 -2.17  -0.48
H: 7.34 -0.76 -0.51  0.30
H: 5.96 -0.08 0.38  0.25
H: 6.34 -1.81 0.51  0.32
C: -5.50 0.51 4.97  -0.91
C: -4.10 0.12 5.02  0.36
N: -3.00 -0.19 5.00  -0.35
H: -6.11 -0.22 5.51  0.29
H: -5.63 1.50 5.41  0.34
H: -5.84 0.53 3.93  0.27
C: -3.34 -3.80 3.39  -0.65
C: -4.58 -3.07 3.60  0.34
N: -5.52 -2.43 3.77  -0.45
H: -3.42 -4.80 3.80  0.39
H: -3.11 -3.86 2.33  0.18
H: -2.53 -3.27 3.90  0.19
C: 0.03 -0.45 6.28  -0.61
C: 1.42 -0.88 6.15  0.28
N: 2.51 -1.22 6.04  -0.40
H: -0.53 -1.17 6.88  0.26
H: 0.00 0.52 6.77  0.30
H: -0.44 -0.37 5.31  0.19
C: 5.79 3.14 -1.97  -0.76
C: 4.93 2.57 -0.94  0.40
N: 4.25 2.12 -0.13  -0.45
H: 6.73 3.46 -1.53  0.18
H: 5.99 2.39 -2.74  0.29
H: 5.32 4.00 -2.43  0.34
C: 9.73 6.25 -0.64  -0.74
C: 8.79 5.83 -1.68  0.36
N: 8.05 5.50 -2.49  -0.39
H: 10.71 6.43 -1.09  0.26
H: 9.38 7.17 -0.18  0.26
H: 9.82 5.47 0.11  0.27
C: 1.36 -3.41 1.14  -0.15
C: 0.46 -3.91 2.18  0.30
N: -0.21 -4.31 3.02  -0.43
H: 2.32 -3.17 1.59  0.35
H: 1.50 -4.17 0.37  0.19
H: 0.93 -2.53 0.69  -0.34
C: -0.52 -4.94 -2.24  -0.95
C: 0.70 -4.18 -2.47  0.47
N: 1.65 -3.56 -2.66  -0.42
H: -1.17 -4.39 -1.55  0.21
H: -1.05 -5.10 -3.18  0.37
H: -0.27 -5.91 -1.80  0.36

The value obtained for the frontier orbital gap is 8.86 eV. Its HOMO energy is -8.659 eV. The SMILES is NP(O)N(Br)C(=O)O.CC#N.CC#N.CC#N.CC#N.CC#N.CC#N.CC#N.CC#N.CC#N.CC#N.CC#N. Its multiplicity is 1.


(2)
Entry from OMol25: a structure of composition C23H37ClN2O3RuSi in a non-equilibrium geometry (ωB97M-V/def2-TZVPD).

Last column: Löwdin spin population.
CARTESIAN COORDINATES (ANGSTROEM)
Ru: 0.05 0.12 0.29  3.08
Cl: 1.82 -0.08 -1.22  0.18
N: 0.17 2.31 0.14  0.31
N: 0.09 -2.50 0.39  0.06
C: -0.82 3.03 -0.37  0.38
C: -0.71 -3.13 -0.41  0.01
C: 1.28 3.27 0.43  0.03
C: 0.54 4.62 0.44  0.01
C: 2.28 3.23 -0.70  0.01
C: 1.92 2.83 1.72  0.01
H: 1.84 3.64 -1.61  0.00
H: 2.58 2.19 -0.89  0.00
H: 3.16 3.83 -0.43  0.00
H: 1.20 2.88 2.54  0.00
H: 2.77 3.48 1.95  0.00
H: 2.27 1.80 1.62  0.01
C: 1.02 -3.48 0.96  0.01
C: 0.73 -4.76 0.14  0.00
C: 0.74 -3.61 2.45  0.00
C: 2.42 -2.94 0.78  0.00
H: 2.59 -2.72 -0.28  0.00
H: 3.16 -3.65 1.16  0.00
H: 2.49 -1.99 1.32  0.00
H: -0.25 -4.04 2.61  0.00
H: 0.76 -2.61 2.89  0.00
H: 1.50 -4.24 2.92  0.00
O: -0.50 -4.44 -0.62  0.00
H: 0.55 -5.66 0.73  0.00
H: 1.51 -4.94 -0.63  0.00
O: -0.70 4.35 -0.34  0.12
H: 1.07 5.43 -0.07  0.00
H: 0.23 4.92 1.46  0.00
C: -2.02 2.38 -0.94  0.10
C: -1.85 -2.44 -1.06  0.01
C: -1.42 -1.20 -1.80  0.05
H: -2.57 -2.14 -0.27  0.01
H: -2.34 -3.14 -1.78  0.00
C: -1.12 0.02 -1.18  0.16
C: -1.56 1.21 -1.75  0.06
H: -1.27 -0.02 0.97  0.02
C: -1.21 1.26 -3.11  0.01
C: -0.95 0.06 -3.78  0.01
C: -1.08 2.58 -3.77  0.01
C: -1.10 -1.17 -3.16  0.02
H: -0.71 0.09 -4.83  0.00
C: -0.96 -2.46 -3.89  0.00
H: -0.65 -2.27 -4.91  0.00
H: -1.88 -3.04 -3.95  0.00
H: -0.22 -3.11 -3.44  0.00
H: -1.98 3.19 -3.73  0.00
H: -0.83 2.45 -4.82  0.00
H: -0.29 3.19 -3.34  0.00
H: -2.57 3.10 -1.58  0.00
H: -2.67 2.03 -0.11  0.06
C: 1.21 0.03 4.35  0.00
Si: -0.64 0.21 4.02  0.02
C: -1.63 -1.18 4.85  0.01
C: -1.25 1.92 4.50  0.01
O: -0.79 0.07 2.41  0.16
H: 1.42 0.01 5.42  0.00
H: 1.74 0.88 3.91  0.00
H: 1.61 -0.89 3.90  0.00
H: -1.78 -1.03 5.92  0.00
H: -2.62 -1.27 4.38  0.00
H: -1.12 -2.15 4.74  0.00
H: -0.58 2.70 4.10  0.00
H: -2.25 2.10 4.07  0.00
H: -1.32 2.08 5.58  0.00

The value obtained for the frontier orbital gap (alpha / beta) is 2.75 / 6.69 eV. Its HOMO energy (alpha / beta) is -0.056 / -4.041 eV. As for the net charge: -1. Its multiplicity is 6.


(3)
Entry from OMol25: a structure of composition C23H37ClN2O3SiYb in a non-equilibrium geometry (ωB97M-V/def2-TZVPD).

Last column: Löwdin spin population.
CARTESIAN COORDINATES (ANGSTROEM)
Yb: -0.17 0.15 -0.29  0.96
Cl: 0.18 1.49 -2.38  0.00
N: -0.06 -1.80 -1.36  0.00
N: -0.06 1.94 1.03  0.00
C: 1.06 -2.35 -1.86  0.00
C: 1.05 2.65 1.28  0.00
C: -1.24 -2.21 -2.15  0.00
C: -0.53 -2.75 -3.40  0.00
C: -2.24 -1.08 -2.44  0.00
C: -1.85 -3.29 -1.27  0.00
H: -1.74 -0.25 -2.96  0.00
H: -2.69 -0.68 -1.51  0.00
H: -3.01 -1.53 -3.07  0.00
H: -1.09 -4.05 -1.08  0.00
H: -2.70 -3.68 -1.81  0.00
H: -2.15 -2.85 -0.31  0.00
C: -1.25 2.82 1.08  0.00
C: -0.57 4.18 1.02  0.00
C: -1.84 2.46 2.44  0.00
C: -2.26 2.59 -0.06  0.00
H: -1.77 2.70 -1.04  0.00
H: -3.03 3.35 0.09  0.00
H: -2.71 1.59 -0.02  0.00
H: -1.06 2.63 3.20  0.00
H: -2.12 1.40 2.47  0.00
H: -2.70 3.11 2.58  0.00
O: 0.84 3.96 1.41  0.00
H: -1.03 4.88 1.73  0.00
H: -0.53 4.54 -0.01  0.00
O: 0.87 -3.02 -3.00  0.00
H: -0.46 -1.95 -4.15  0.00
H: -1.00 -3.68 -3.74  0.00
C: 2.39 -2.27 -1.20  0.00
C: 2.40 2.05 1.46  0.00
C: 3.00 1.22 0.32  0.00
H: 2.34 1.40 2.36  0.00
H: 3.04 2.91 1.64  0.00
C: 2.38 -0.05 0.03  0.01
C: 3.00 -0.89 -0.97  0.00
H: 1.09 -0.81 1.24  0.01
C: 4.32 -0.59 -1.43  0.00
C: 4.94 0.58 -1.00  0.00
C: 5.06 -1.60 -2.24  0.00
C: 4.32 1.49 -0.15  0.00
H: 5.96 0.78 -1.32  0.00
C: 5.07 2.67 0.38  0.00
H: 6.02 2.69 -0.14  0.00
H: 5.26 2.57 1.46  0.00
H: 4.51 3.59 0.19  0.00
H: 5.26 -2.51 -1.67  0.00
H: 6.01 -1.14 -2.50  0.00
H: 4.50 -1.84 -3.14  0.00
H: 3.04 -2.83 -1.86  0.00
H: 2.28 -2.76 -0.21  0.00
C: -4.46 0.26 1.64  0.00
Si: -3.05 -0.96 1.69  0.00
C: -2.20 -1.18 3.32  0.00
C: -3.89 -2.56 1.33  0.00
O: -1.99 -0.49 0.55  0.00
H: -5.21 -0.10 2.35  0.00
H: -4.92 0.27 0.64  0.00
H: -4.20 1.30 1.90  0.00
H: -2.98 -1.49 4.04  0.00
H: -1.46 -1.99 3.26  0.00
H: -1.70 -0.29 3.72  0.00
H: -4.37 -2.59 0.35  0.00
H: -3.24 -3.44 1.43  0.00
H: -4.69 -2.66 2.09  0.00

The value obtained for the frontier orbital gap (alpha / beta) is 4.14 / 4.19 eV. Its HOMO energy (alpha / beta) is -1.307 / -1.362 eV. As for the net charge: -1. Its multiplicity is 2.


(4)
Entry from OMol25: a structure of composition C23H37FN2O4S in a non-equilibrium geometry (ωB97M-V/def2-TZVPD).

Last column: Mulliken charge in e.
CARTESIAN COORDINATES (ANGSTROEM)
C: -0.47 4.29 0.55  -1.30
C: 0.07 3.54 -0.71  -0.56
C: 0.64 2.15 -0.41  0.69
C: 1.79 1.96 0.32  -0.86
C: 2.33 0.65 0.56  0.71
N: 3.45 0.33 1.23  -0.68
S: 3.62 -1.28 1.18  0.10
N: 2.30 -1.72 0.32  -0.61
C: 1.68 -0.57 0.04  0.23
C: 0.47 -0.35 -0.71  -0.47
C: -0.03 0.92 -0.93  0.57
C: -1.32 0.96 -1.78  -0.72
F: -1.07 1.74 -2.93  -0.41
C: -2.50 1.51 -0.92  -0.32
C: -2.41 1.20 0.60  -0.67
H: -0.37 3.72 1.49  0.37
H: -1.56 4.47 0.42  0.33
H: -0.03 5.30 0.61  0.30
H: -0.79 3.40 -1.39  0.17
H: 0.79 4.19 -1.25  0.61
H: 2.34 2.81 0.76  0.40
H: -0.06 -1.22 -1.13  0.41
H: -1.60 -0.04 -2.14  0.48
H: -3.42 1.06 -1.33  0.26
H: -2.62 2.61 -1.06  0.31
H: -1.95 0.23 0.84  0.05
H: -1.90 2.04 1.10  0.10
H: -3.45 1.15 0.99  0.48
C: 1.91 -2.59 -5.11  -1.17
C: 1.39 -2.95 -3.74  0.93
O: 0.20 -3.05 -3.53  -0.57
C: 2.40 -3.18 -2.65  -1.11
H: 1.08 -2.45 -5.79  0.32
H: 2.48 -1.66 -5.06  0.31
H: 2.55 -3.39 -5.49  0.34
H: 2.99 -2.27 -2.49  0.24
H: 3.06 -4.00 -2.92  0.47
H: 1.89 -3.43 -1.73  0.25
C: 7.03 -0.68 1.22  -0.76
C: 8.21 -1.22 0.45  0.73
O: 8.09 -1.59 -0.70  -0.56
C: 9.53 -1.28 1.16  -1.09
H: 6.15 -0.70 0.59  0.07
H: 6.84 -1.31 2.10  0.36
H: 7.23 0.35 1.53  0.32
H: 9.46 -1.93 2.04  0.31
H: 9.84 -0.28 1.47  0.31
H: 10.29 -1.69 0.49  0.30
C: -7.23 -0.91 -0.44  -1.11
C: -6.73 0.47 -0.80  0.80
O: -5.57 0.78 -0.64  -0.44
C: -7.74 1.45 -1.36  -1.14
H: -6.41 -1.50 -0.05  0.25
H: -8.01 -0.83 0.32  0.34
H: -7.63 -1.40 -1.33  0.33
H: -8.53 1.62 -0.64  0.34
H: -8.16 1.06 -2.29  0.34
H: -7.24 2.39 -1.57  0.27
C: -2.97 -1.54 3.33  -0.96
C: -2.38 -0.32 4.00  0.88
O: -2.42 0.76 3.48  -0.52
C: -1.73 -0.52 5.35  -1.20
H: -3.40 -1.25 2.37  0.13
H: -2.20 -2.29 3.16  0.30
H: -3.76 -1.96 3.96  0.39
H: -0.90 -1.23 5.27  0.33
H: -2.47 -0.90 6.06  0.34
H: -1.35 0.43 5.71  0.31

The value obtained for the frontier orbital gap is 8.40 eV. Its HOMO energy is -8.756 eV. Its multiplicity is 1.


(5)
Entry from OMol25: a structure of composition C23H37GaO2 in a non-equilibrium geometry (ωB97M-V/def2-TZVPD).

Last column: Mulliken charge in e.
CARTESIAN COORDINATES (ANGSTROEM)
O: 0.48 -2.91 -0.39  -0.29
C: 1.82 -3.48 -0.35  -0.21
C: 1.58 -4.67 -1.23  -1.11
H: 2.11 -3.70 0.68  0.32
H: 2.57 -2.89 -0.86  0.22
C: 0.16 -4.10 -1.21  1.77
H: 1.64 -5.64 -0.74  0.33
H: 2.00 -4.66 -2.24  0.30
C: -0.58 -5.24 -0.56  -1.83
H: -0.07 -5.58 0.36  0.41
H: -0.53 -6.08 -1.28  0.44
H: -1.62 -5.04 -0.33  0.34
C: -0.31 -3.84 -2.61  -1.63
H: 0.44 -3.29 -3.19  0.31
H: -1.27 -3.34 -2.67  0.34
H: -0.39 -4.83 -3.08  0.41
Ga: -0.77 -0.52 1.56  0.13
C: -2.29 3.81 -1.04  -0.70
C: -1.13 3.64 -0.24  -0.88
C: -0.33 2.65 -0.88  0.47
H: -0.88 4.14 0.70  0.53
C: -0.97 2.19 -2.05  -0.43
C: -2.23 2.87 -2.10  -0.79
H: -3.04 2.62 -2.76  0.43
H: -3.09 4.48 -0.81  0.49
H: 0.61 2.25 -0.51  0.47
H: -0.62 1.46 -2.78  0.42
C: -3.64 1.22 2.07  -0.67
C: -3.86 1.17 0.69  -0.59
C: -3.25 0.06 0.16  -0.85
H: -4.47 1.90 0.20  0.52
C: -2.79 -0.80 1.29  0.04
C: -2.97 0.05 2.49  -0.70
H: -2.74 -0.26 3.51  0.55
H: -3.95 2.01 2.75  0.58
H: -3.17 -0.12 -0.92  0.43
H: -2.97 -1.87 1.25  0.63
O: 2.72 -1.16 -1.38  -0.51
C: 1.73 -0.61 -2.32  0.37
C: 2.40 0.68 -2.84  -0.51
H: 0.74 -0.38 -1.81  -0.16
H: 1.47 -1.34 -3.13  0.09
C: 3.74 0.76 -2.03  -0.75
H: 1.81 1.58 -2.63  0.10
H: 2.53 0.61 -3.92  0.39
C: 3.43 -0.03 -0.78  -0.18
H: 4.11 1.77 -1.85  0.44
H: 4.50 0.28 -2.65  0.25
H: 2.89 0.64 -0.03  -0.10
H: 4.29 -0.41 -0.22  0.43
C: -0.92 3.24 3.26  -1.61
C: 0.33 2.56 2.73  1.78
C: 1.40 3.02 3.74  -1.79
C: 0.24 1.02 2.71  -1.18
H: -1.19 2.85 4.25  0.46
H: -1.80 3.15 2.63  0.09
H: -0.74 4.31 3.42  0.49
H: 0.59 2.92 1.71  -0.23
H: 1.16 2.65 4.74  0.39
H: 2.40 2.66 3.50  0.40
H: 1.45 4.11 3.81  0.44
H: 1.26 0.68 2.47  0.30
H: -0.02 0.75 3.75  0.40

The value obtained for the frontier orbital gap (alpha / beta) is 7.39 / 4.57 eV. Its HOMO energy (alpha / beta) is -7.883 / -6.289 eV. Its multiplicity is 1.


(6)
Entry from OMol25: a structure of composition C23H37IN4O7P2RuS4 (ωB97M-V/def2-TZVPD).

Last column: Löwdin spin population.
CARTESIAN COORDINATES (ANGSTROEM)
Ru: 0.46 0.51 0.08  3.32
O: -1.06 -3.67 3.87  0.01
C: -2.14 -2.86 3.75  0.02
C: -3.34 -3.22 4.35  0.00
C: -4.45 -2.40 4.25  0.02
C: -4.38 -1.20 3.55  0.00
C: -3.20 -0.85 2.95  0.01
C: -2.05 -1.66 3.03  0.01
C: -0.86 -1.16 2.34  0.07
O: -0.85 -0.04 1.83  0.16
N: 0.26 -1.98 2.30  0.37
N: 1.17 -1.53 1.47  0.16
C: 2.32 -2.18 1.60  0.13
S: 3.66 -1.81 0.60  0.11
C: 4.85 -2.72 1.62  0.01
C: 4.15 -3.93 2.18  0.01
S: 2.52 -3.41 2.80  0.07
H: -1.29 -4.42 4.43  0.00
H: -3.40 -4.15 4.91  0.00
H: -5.38 -2.70 4.73  0.00
H: -5.25 -0.56 3.47  0.00
H: -3.11 0.08 2.40  0.00
H: 5.20 -2.05 2.41  0.00
H: 5.69 -3.00 0.98  0.00
H: 4.70 -4.36 3.02  0.00
H: 4.00 -4.70 1.42  0.00
C: 3.65 4.10 3.69  0.00
C: 3.37 4.48 2.26  0.00
O: 2.01 4.09 1.93  0.01
P: 1.70 3.32 0.59  0.03
S: -0.25 2.94 0.52  0.14
S: 2.74 1.61 0.40  0.13
O: 2.19 4.38 -0.49  0.01
C: 2.58 4.04 -1.84  0.00
C: 1.42 3.54 -2.67  0.00
H: 4.65 4.43 3.97  0.00
H: 3.59 3.02 3.81  0.00
H: 2.92 4.56 4.36  0.00
H: 4.07 4.00 1.57  0.00
H: 3.42 5.56 2.10  0.00
H: 3.38 3.29 -1.79  0.00
H: 2.99 4.96 -2.24  0.00
H: 1.06 2.57 -2.31  0.00
H: 1.74 3.43 -3.71  0.00
H: 0.59 4.25 -2.64  0.00
C: -3.44 2.77 -1.03  0.00
C: -2.50 2.18 -2.06  0.00
O: -2.60 0.74 -2.06  0.02
P: -1.51 -0.24 -1.40  0.05
O: -2.34 -1.22 -0.47  0.01
C: -3.53 -1.93 -0.91  0.00
C: -4.79 -1.18 -0.54  0.00
O: -1.21 -1.22 -2.65  0.01
C: -0.74 -0.61 -3.88  0.00
C: -1.83 -0.65 -4.93  0.00
H: -3.39 3.86 -1.07  0.00
H: -3.15 2.45 -0.03  0.00
H: -4.46 2.46 -1.23  0.00
H: -1.47 2.48 -1.86  0.00
H: -2.76 2.49 -3.07  0.00
H: -3.49 -2.89 -0.40  0.00
H: -3.46 -2.11 -1.98  0.00
H: -4.81 -0.97 0.53  0.00
H: -5.66 -1.79 -0.78  0.00
H: -4.86 -0.24 -1.09  0.00
H: 0.13 -1.18 -4.19  0.00
H: -0.42 0.41 -3.69  0.00
H: -2.15 -1.68 -5.11  0.00
H: -1.45 -0.24 -5.87  0.00
H: -2.69 -0.07 -4.61  0.00
I: 4.91 -1.59 -4.31  0.00
C: 3.25 -1.51 -3.11  0.00
C: 2.35 -2.52 -2.86  0.00
N: 1.44 -2.02 -2.00  0.00
N: 1.69 -0.74 -1.69  0.07
C: 2.79 -0.42 -2.35  0.01
H: 2.30 -3.53 -3.22  0.00
H: 0.58 -2.44 -1.70  0.00
H: 3.23 0.56 -2.24  0.00

The value obtained for the frontier orbital gap (alpha / beta) is 6.75 / 5.99 eV. Its HOMO energy (alpha / beta) is -9.310 / -10.832 eV. As for the net charge: +1. Its multiplicity is 6.